## A
Density functional theory data (ωB97M-V with the def2-TZVPD basis set) for a cluster of 2 separate species, C5H8N in total.

The value obtained for the orbital gap is 10.78 eV.

```
! wB97M-V def2-TZVPD RIJCOSX def2/J DEFGRID3
* xyz 1 1
C 0.939 0.815 0.351
C 1.456 2.021 0.306
C -2.402 0.265 -0.007
C -2.703 -0.849 0.296
C 1.126 -1.378 -0.346
N 0.345 -0.198 0.002
H -2.331 1.294 -0.172
H -2.605 -1.916 0.558
H 1.892 2.634 1.003
H 1.253 2.495 -0.592
H 1.568 -1.142 -1.342
H 1.859 -1.553 0.425
H 0.330 -2.114 -0.592
H -0.726 -0.374 0.110
*
```

***

## B
Density functional theory data (ωB97M-V with the def2-TZVPD basis set) for a cluster of 2 separate species, C5H8N in total.

The value obtained for the orbital gap (alpha / beta) is 4.80 / 7.09 eV.

```
! wB97M-V def2-TZVPD RIJCOSX def2/J DEFGRID3
* xyz 1 1
C 0.950 1.048 0.357
C 0.094 1.896 0.293
C -2.524 0.257 0.601
C -2.722 -0.946 0.235
C 2.070 -0.644 -0.784
N 1.747 0.037 0.420
H -2.202 1.119 1.038
H -1.977 -1.679 0.008
H -0.499 2.680 0.107
H -3.677 -1.359 -0.176
H 1.383 -1.536 -0.931
H 1.842 0.036 -1.670
H 3.138 -0.787 -0.716
H 2.377 -0.124 1.218
*
```

***

## C
Density functional theory data (ωB97M-V with the def2-TZVPD basis set) for a structure of composition C5H8N.

The value obtained for the orbital gap is 9.87 eV.

```
! wB97M-V def2-TZVPD RIJCOSX def2/J DEFGRID3
* xyz 1 1
C 0.697 0.458 1.212
C -0.306 -0.613 1.117
C 1.897 0.862 0.563
C -0.224 -0.166 -0.363
C -1.471 -0.153 -1.321
N 0.484 1.124 -0.007
H 0.033 -1.545 1.317
H -1.256 -0.590 1.625
H 2.431 1.748 1.063
H 2.677 0.119 0.134
H 0.518 -0.764 -0.858
H -1.477 -1.047 -1.861
H -1.576 0.690 -1.943
H -2.426 -0.123 -0.679
*
```

***

It is A that is the most stable of them.

***

## A
Density functional theory data (ωB97M-V with the def2-TZVPD basis set) for the ion C5H11NO with charge +1.

The value obtained for the orbital gap (alpha / beta) is 12.59 / 7.27 eV.

```
! wB97M-V def2-TZVPD RIJCOSX def2/J DEFGRID3
* xyz 1 2
C 1.594 0.435 0.064
C 1.718 0.284 -1.457
C 0.613 -0.516 0.653
N -0.760 -0.222 0.598
C -1.710 -1.254 0.937
C -1.298 0.966 -0.015
O 0.919 -1.553 1.188
H 1.330 1.449 0.349
H 2.556 0.249 0.513
H 0.920 0.802 -1.982
H 2.652 0.723 -1.777
H 1.688 -0.770 -1.721
H -2.359 -1.388 0.078
H -1.197 -2.134 1.264
H -2.347 -0.870 1.737
H -1.793 1.531 0.782
H -0.518 1.585 -0.432
H -2.009 0.682 -0.780
*
```

***

## B
Density functional theory data (ωB97M-V with the def2-TZVPD basis set) for the ion C5H11NO with charge +1.

The value obtained for the orbital gap (alpha / beta) is 11.65 / 6.72 eV.

```
! wB97M-V def2-TZVPD RIJCOSX def2/J DEFGRID3
* xyz 1 2
C -1.907 -0.752 -0.616
C -3.092 -1.583 -0.113
C -0.639 -1.096 0.242
N 0.475 -0.275 -0.056
C 0.745 0.957 0.613
C 2.021 1.704 0.196
O 2.898 1.270 -0.472
H -1.700 -1.012 -1.662
H -2.085 0.319 -0.657
H -3.827 -1.696 -0.902
H -2.721 -2.568 0.190
H -3.505 -1.185 0.810
H -0.986 -0.814 1.246
H -0.405 -2.148 0.146
H 1.349 -0.780 -0.236
H -0.096 1.652 0.526
H 0.890 0.808 1.698
H 1.981 2.713 0.661
*
```

***

## C
Density functional theory data (ωB97M-V with the def2-TZVPD basis set) for the ion C5H11NO with charge +1.

The value obtained for the orbital gap (alpha / beta) is 12.11 / 6.89 eV.

```
! wB97M-V def2-TZVPD RIJCOSX def2/J DEFGRID3
* xyz 1 2
C 0.744 -0.588 -1.388
C 0.118 -1.996 -1.100
C -0.140 0.631 -0.808
N -0.361 0.645 0.575
C -1.198 1.738 0.931
C 0.613 0.091 1.564
O -0.653 1.471 -1.567
H 1.710 -0.515 -1.019
H 0.838 -0.400 -2.441
H 0.620 -2.435 -0.221
H 0.285 -2.754 -1.869
H -0.963 -1.907 -1.033
H -1.250 1.790 2.025
H -2.167 1.671 0.362
H -0.707 2.647 0.643
H 0.263 0.556 2.447
H 1.695 0.359 1.134
H 0.554 -1.003 1.764
*
```

***

## D
Density functional theory data (ωB97M-V with the def2-TZVPD basis set) for the ion C5H11NO with charge +1.

The value obtained for the orbital gap (alpha / beta) is 11.98 / 6.68 eV.

```
! wB97M-V def2-TZVPD RIJCOSX def2/J DEFGRID3
* xyz 1 2
O -2.649 -0.957 1.013
C -2.052 -1.294 0.046
N -0.756 -0.730 -0.255
C -0.040 -0.049 0.732
C 0.530 1.356 0.289
C 1.796 1.401 -0.583
C 2.418 0.074 -1.064
H -2.436 -2.008 -0.685
H -0.278 -1.134 -1.060
H -0.727 0.152 1.544
H 0.803 -0.637 1.118
H -0.294 1.873 -0.201
H 0.700 1.833 1.251
H 2.536 1.964 -0.018
H 1.594 2.019 -1.449
H 2.186 -0.099 -2.112
H 1.939 -0.790 -0.585
H 3.456 0.036 -0.754
*
```

***

It is A that is the most stable of them.

***

## A
Density functional theory data (ωB97M-V with the def2-TZVPD basis set) for a cluster of 2 separate species, C5H11NO in total.

The value obtained for the orbital gap (alpha / beta) is 9.92 / 5.81 eV.

```
! wB97M-V def2-TZVPD RIJCOSX def2/J DEFGRID3
* xyz 1 2
C 0.458 1.532 0.409
C 0.933 2.233 1.396
N 0.885 3.622 1.345
C 0.605 0.091 0.335
C 0.766 -0.246 -1.201
C 0.036 0.372 -2.160
H 0.063 1.973 -0.506
H 1.477 1.835 2.300
H 1.187 4.074 2.244
H 0.189 4.023 0.710
H -0.276 -0.473 0.634
H 1.421 -0.459 0.944
H 1.349 -1.109 -1.347
H 0.283 0.260 -3.239
H -0.794 0.951 -2.061
H -2.732 -6.937 0.212
H -3.191 -5.774 -0.448
O -2.659 -5.967 0.435
*
```

***

## B
Density functional theory data (ωB97M-V with the def2-TZVPD basis set) for the ion C5H11NO with charge +1.

The value obtained for the orbital gap (alpha / beta) is 7.31 / 6.96 eV.

```
! wB97M-V def2-TZVPD RIJCOSX def2/J DEFGRID3
* xyz 1 2
C -2.444 -0.612 0.846
C -1.359 -1.523 -0.037
C -0.446 -0.711 -0.735
C 0.855 -0.322 -0.168
N 0.514 0.924 0.622
C 1.227 2.113 0.118
O 1.937 -0.316 -0.895
H -3.116 -0.196 0.099
H -2.944 -1.263 1.552
H -1.841 0.166 1.284
H -2.075 -2.118 -0.591
H -0.907 -2.155 0.736
H -0.512 -0.709 -1.820
H 1.047 -1.136 0.582
H -0.488 1.082 0.455
H 1.449 2.765 0.954
H 2.230 1.803 -0.163
H 0.793 2.584 -0.769
*
```

***

## C
Density functional theory data (ωB97M-V with the def2-TZVPD basis set) for the ion C5H11NO with charge +1.

The value obtained for the orbital gap (alpha / beta) is 10.91 / 6.20 eV.

```
! wB97M-V def2-TZVPD RIJCOSX def2/J DEFGRID3
* xyz 1 2
C -0.345 1.549 2.203
N -0.586 1.263 0.760
C 1.741 -1.134 -1.010
C 1.251 -0.237 0.122
C -0.325 -0.043 0.239
C -1.122 -0.243 -1.074
O -1.053 -1.238 -1.715
H -1.295 1.199 2.632
H 0.456 0.889 2.522
H -0.239 2.617 2.372
H -1.520 1.612 0.500
H 2.728 -1.509 -0.741
H 1.105 -2.004 -1.161
H 1.840 -0.562 -1.929
H 1.536 -0.666 1.076
H 1.655 0.764 0.030
H -0.726 -0.808 0.922
H -1.893 0.534 -1.269
*
```

***

It is C that is the most stable of them.

***

## A
Density functional theory data (ωB97M-V with the def2-TZVPD basis set) for the ion C10H19N2 with charge +1.

As for the structure (SMILES): C\C=C/C(C)=C(\N=C/C)[NH2+]CC. The value obtained for the orbital gap is 8.85 eV.

```
! wB97M-V def2-TZVPD RIJCOSX def2/J DEFGRID3
* xyz 1 1
C 1.657 -1.655 2.693
C 1.866 -2.454 1.419
C 1.079 -2.269 0.348
C -0.068 -1.387 0.191
C -1.296 -1.655 0.952
C 0.133 -0.306 -0.653
N 1.381 -0.048 -1.184
C 1.953 0.776 -1.932
C 1.336 1.701 -2.992
N -1.182 0.642 -0.780
C -1.216 1.898 0.115
C -2.727 2.128 0.389
H 1.492 -2.437 3.562
H 0.806 -1.007 2.617
H 2.541 -1.120 2.828
H 2.699 -3.152 1.383
H 1.456 -2.844 -0.634
H -1.522 -0.757 1.638
H -1.062 -2.452 1.609
H -2.113 -1.990 0.188
H 2.996 0.525 -2.061
H 2.092 2.394 -3.212
H 1.043 1.077 -3.839
H 0.453 2.197 -2.555
H -1.199 0.936 -1.706
H -2.027 0.156 -0.395
H -0.616 1.716 0.981
H -0.753 2.753 -0.363
H -3.305 1.224 0.512
H -2.736 2.533 1.255
H -3.158 2.877 -0.375
*
```

***

## B
Density functional theory data (ωB97M-V with the def2-TZVPD basis set) for a structure of composition C10H19N2.

The value obtained for the orbital gap (alpha / beta) is 8.00 / 7.99 eV.

```
! wB97M-V def2-TZVPD RIJCOSX def2/J DEFGRID3
* xyz 1 1
C -1.298 -0.267 -1.498
C 0.060 -0.635 -0.988
C -1.346 1.143 -1.372
C 0.676 0.467 -0.520
C 3.007 -0.312 -0.221
C 2.578 2.145 -0.477
C -2.204 -0.286 1.051
C -1.648 -2.612 1.465
C 1.977 0.798 0.016
C -1.360 -1.205 1.700
N -0.167 1.601 -0.767
N -2.185 2.101 -1.878
H -1.731 -0.850 -2.260
H 0.568 -1.538 -1.115
H 2.652 -1.034 -1.077
H 3.226 -0.927 0.642
H 3.862 0.184 -0.729
H 3.587 2.364 -0.229
H 1.875 2.975 -0.177
H 2.596 2.131 -1.577
H -1.964 -0.390 -0.268
H -1.988 0.753 1.327
H -3.226 -0.727 1.012
H -1.669 -2.779 0.458
H -2.647 -3.057 1.789
H -0.740 -3.234 1.947
H 2.085 0.901 1.137
H -0.414 -0.859 2.015
H -0.230 2.386 -0.082
H -3.178 1.957 -2.001
H -1.974 3.017 -1.334
*
```

***

It is B that is the most stable of them.